Record 1
7
Properties=species:S:1:pos:R:3 method="wB97M-V/def2-TZVPD" homo_ev=-1.918 relative_energy_kj_mol=213.5 total_charge=-2
C -0.338 -0.280 0.565
C 1.583 -1.329 2.110
N 1.205 -0.584 1.293
O -1.096 0.351 1.219
O -0.231 -0.838 -0.469
O 2.062 -2.215 3.243
I -3.184 4.895 -7.962

=====

Record 2
81
Properties=species:S:1:pos:R:3 method="wB97M-V/def2-TZVPD" homo_ev=-5.778 relative_energy_kj_mol=31.7 total_charge=-1
Rb -1.973 -0.815 0.393
O 3.100 -0.951 2.040
C 1.860 -1.365 1.705
O 1.455 -1.376 0.577
C 1.080 -1.799 2.923
O -0.244 -1.932 2.539
C -1.114 -2.498 3.524
C -2.482 -2.556 2.800
O -3.292 -1.654 3.079
O -2.561 -3.433 1.908
H 3.516 -0.639 1.221
H 1.219 -1.053 3.716
H 1.508 -2.748 3.279
H -1.154 -1.850 4.404
H -0.758 -3.500 3.795
C -0.225 3.963 3.394
C 0.470 3.131 2.320
C 0.140 1.653 2.525
C 1.983 3.340 2.384
O 0.004 3.618 1.073
Si -0.133 2.780 -0.366
O -1.120 1.573 -0.334
O 1.459 2.403 -0.710
C 2.001 1.869 -1.904
C 2.403 3.035 -2.806
C 1.011 0.958 -2.628
C 3.232 1.065 -1.497
O -0.476 3.976 -1.474
C -1.579 4.866 -1.483
C -1.856 5.190 -2.948
C -1.180 6.132 -0.726
C -2.819 4.242 -0.845
H 0.115 3.681 4.393
H -1.304 3.815 3.336
H -0.012 5.022 3.235
H 0.518 1.322 3.496
H 0.598 1.050 1.737
H -0.938 1.492 2.490
H 2.382 3.013 3.348
H 2.215 4.398 2.247
H 2.463 2.777 1.584
H 1.522 3.633 -3.042
H 2.856 2.678 -3.734
H 3.120 3.674 -2.286
H 0.117 1.513 -2.917
H 0.700 0.143 -1.974
H 1.475 0.544 -3.527
H 3.918 1.700 -0.931
H 3.756 0.671 -2.372
H 2.916 0.228 -0.872
H -0.957 5.602 -3.411
H -2.667 5.916 -3.044
H -2.133 4.280 -3.482
H -0.299 6.578 -1.191
H -0.933 5.878 0.305
H -1.992 6.865 -0.732
H -3.063 3.299 -1.334
H -3.666 4.929 -0.926
H -2.642 4.025 0.209
C -3.287 -5.039 -0.951
C -1.939 -5.259 -1.632
As -0.657 -3.841 -1.152
C 0.756 -4.262 -2.465
C 1.299 -5.685 -2.469
C 0.183 -4.583 0.478
C -0.120 -6.032 0.831
H -3.982 -5.853 -1.177
H -3.745 -4.108 -1.291
H -3.188 -4.952 0.131
H -2.043 -5.220 -2.721
H -1.531 -6.239 -1.386
H 1.558 -3.545 -2.272
H 0.343 -4.002 -3.443
H 1.758 -5.936 -1.511
H 2.061 -5.819 -3.242
H 0.509 -6.416 -2.657
H -0.172 -3.934 1.276
H 1.258 -4.415 0.359
H -1.186 -6.166 1.017
H 0.405 -6.319 1.747
H 0.179 -6.731 0.048

=====

Record 3
21
Properties=species:S:1:pos:R:3 method="wB97M-V/def2-TZVPD" homo_ev=-0.156 relative_energy_kj_mol=160.1 total_charge=-2
C 0.437 0.584 -0.036
N 0.478 -0.281 1.211
C 0.199 0.364 2.547
O -0.361 -0.424 3.473
C 0.080 -0.005 -1.420
C 1.241 -0.405 -2.313
S 1.090 -0.455 -4.210
N -0.801 0.944 -2.028
H -0.177 1.430 0.186
H 1.481 0.827 -0.035
H 0.055 -1.177 1.140
H 1.271 0.567 2.774
H -0.523 1.230 2.344
H -0.356 -1.035 -1.321
H 1.862 -1.184 -1.914
H 1.738 0.601 -2.385
H -1.742 0.584 -2.076
H -0.424 1.450 -2.789
H -1.830 -1.111 1.523
H -1.434 -1.209 3.007
O -2.284 -1.293 2.321

=====

Record 4
84
Properties=species:S:1:pos:R:3 method="wB97M-V/def2-TZVPD" multiplicity=4 homo_ev="-12.550 / -12.552" relative_energy_kj_mol=993.3 s_squared=3.840 total_charge=+2
P -1.911 2.194 -0.452
P -4.502 -0.522 -0.416
C -3.753 2.221 -1.076
C -4.819 1.251 -0.575
H -3.732 2.252 -2.169
H -4.111 3.211 -0.771
H -5.128 1.582 0.421
H -5.703 1.449 -1.197
C -5.913 -1.076 -1.721
H -5.859 -2.172 -1.961
H -5.743 -0.482 -2.682
H -6.919 -0.854 -1.303
C -4.661 -1.007 1.283
H -5.658 -1.279 1.628
H -4.300 -0.252 1.979
H -4.084 -1.947 1.413
C -1.844 4.010 -1.134
H -1.019 4.600 -0.679
H -2.801 4.446 -0.782
H -1.821 4.105 -2.247
C -2.066 2.620 1.246
H -2.415 1.764 1.818
H -2.892 3.401 1.226
H -1.110 3.148 1.541
Re -0.275 1.545 1.158
C -3.027 -1.773 -1.622
C -2.539 -0.893 -2.712
C -3.165 0.098 -3.460
C -1.869 0.718 -4.189
C -0.975 1.009 -3.092
C -1.544 0.548 -1.885
C -1.583 -0.347 -0.444
C -1.818 -2.018 -0.682
C 0.893 3.177 1.860
H -3.700 -2.526 -2.023
H -1.533 -1.202 -3.005
H -3.528 0.748 -2.681
H -3.922 -0.191 -4.134
H -1.279 0.042 -4.768
H -2.150 1.604 -4.671
H -0.388 1.903 -2.961
H 0.166 1.737 -0.375
H -2.710 -0.109 -0.088
H -1.089 -0.181 0.652
H -0.938 -2.551 -1.163
H -2.089 -2.613 0.254
H 1.118 2.446 2.673
H 0.467 4.102 2.222
H 1.740 3.463 1.281
O 1.175 0.223 1.799
Si 2.650 -0.527 1.428
C 2.439 -2.281 0.565
C 3.191 -2.789 -0.511
C 3.061 -4.121 -0.901
C 2.164 -4.981 -0.264
C 1.363 -4.458 0.736
C 1.442 -3.108 1.097
C 3.815 0.329 0.115
C 3.349 1.221 -0.870
C 4.106 1.476 -2.030
C 5.361 0.882 -2.181
C 5.893 0.133 -1.140
C 5.141 -0.102 0.012
C 3.766 -0.746 3.001
C 4.883 0.068 3.294
C 5.329 0.208 4.609
C 4.664 -0.419 5.658
C 3.685 -1.370 5.357
C 3.306 -1.595 4.021
H 3.874 -2.128 -1.053
H 3.671 -4.482 -1.725
H 2.092 -6.029 -0.552
H 0.650 -5.111 1.239
H 0.723 -2.660 1.787
H 2.386 1.717 -0.747
H 3.710 2.126 -2.787
H 5.922 1.023 -3.094
H 6.895 -0.284 -1.221
H 5.577 -0.677 0.840
H 5.372 0.640 2.502
H 6.164 0.884 4.828
H 4.889 -0.156 6.701
H 3.175 -1.896 6.162
H 2.619 -2.410 3.796

=====

Record 5
10
Properties=species:S:1:pos:R:3 method="wB97M-V/def2-TZVPD" homo_ev=-8.044 relative_energy_kj_mol=344.1
C -0.691 0.088 0.071
N 1.662 -0.336 0.160
C 0.592 0.468 -0.124
O -0.983 -1.215 0.332
C -1.889 1.114 0.124
N -1.762 1.066 -1.070
H -1.784 -1.267 0.874
H 1.490 -1.324 0.276
H 2.567 -0.064 -0.175
H 0.800 1.470 -0.468

=====

Record 6
12
Properties=species:S:1:pos:R:3 method="wB97M-V/def2-TZVPD" homo_ev=-8.045 relative_energy_kj_mol=215.9
S -3.098 -1.385 -0.194
C -1.636 -0.453 0.091
C -0.313 -1.223 0.009
C 0.812 -0.521 -0.276
S 2.570 -1.248 -0.083
N 0.625 0.940 -0.422
C -0.607 1.523 -0.132
N -1.704 0.862 0.264
H -0.351 -2.381 0.060
H 2.933 -0.436 1.043
H 1.344 1.635 -0.312
H -0.574 2.688 -0.050

=====

Record 7
43
Properties=species:S:1:pos:R:3 method="wB97M-V/def2-TZVPD" homo_ev=0.709 total_charge=-2
C 1.754 0.609 -2.123
C 0.622 1.249 -2.701
C -0.259 0.238 -3.181
C 0.364 2.700 -2.767
C 0.328 -1.029 -2.898
C 1.579 -0.800 -2.260
C 2.515 -1.842 -1.812
C 2.890 1.277 -1.464
C -1.556 0.469 -3.838
C -0.278 -2.343 -3.171
Hf -0.809 0.790 0.807
Cl -2.153 2.325 -0.216
Cl 0.778 2.604 1.090
Cl -2.082 -0.887 -0.404
H 1.144 3.253 -2.238
H -0.599 2.943 -2.295
H 0.332 3.040 -3.812
H -2.076 1.322 -3.383
H -2.195 -0.415 -3.748
H -1.417 0.684 -4.908
H -1.348 -2.331 -2.929
H 0.199 -3.118 -2.562
H -0.168 -2.624 -4.229
H 1.968 -2.730 -1.474
H 3.128 -1.477 -0.982
H 3.188 -2.150 -2.626
H 2.559 2.182 -0.942
H 3.669 1.548 -2.193
H 3.335 0.616 -0.713
O 0.804 -0.470 0.537
H 1.352 -0.792 1.277
F -1.509 -1.022 7.839
C -1.482 -0.737 6.521
C -0.279 -0.345 5.926
F 0.860 -0.310 6.655
C -0.269 0.003 4.591
F 0.886 0.346 3.972
C -1.465 0.014 3.838
O -1.479 0.466 2.607
C -2.643 -0.488 4.434
F -3.747 -0.608 3.667
C -2.653 -0.849 5.768
F -3.788 -1.313 6.341

=====

Record 8
41
Properties=species:S:1:pos:R:3 method="wB97M-V/def2-TZVPD" multiplicity=6 homo_ev="0.134 / -1.456" relative_energy_kj_mol=0.0 s_squared=8.788 total_charge=-2
Fe 0.089 -1.211 -0.247
Br -7.001 -0.395 1.570
C -5.289 -0.506 0.722
C -5.176 -1.141 -0.518
C -3.957 -1.196 -1.145
C -2.774 -0.649 -0.568
O -1.665 -0.709 -1.211
C -2.930 -0.018 0.713
C -1.821 0.672 1.335
N -0.629 0.530 0.907
C 0.458 1.337 1.242
C 0.639 2.070 2.419
C 1.752 2.888 2.540
C 2.668 3.010 1.499
C 2.516 2.284 0.301
C 3.377 2.374 -0.819
C 3.077 1.621 -1.966
C 2.007 0.756 -1.958
N 1.190 0.589 -0.891
C 1.407 1.392 0.198
C -4.189 0.052 1.321
H -6.046 -1.598 -0.973
H -3.842 -1.705 -2.093
H -2.058 1.388 2.133
H -0.073 1.975 3.230
H 1.912 3.440 3.460
H 3.525 3.668 1.603
H 4.238 3.032 -0.786
H 3.688 1.700 -2.858
H 1.766 0.153 -2.828
H -4.283 0.557 2.276
S -2.085 -4.418 -2.216
C -0.938 -3.715 -1.235
S -1.528 -3.543 0.430
S 0.617 -3.140 -1.652
Cl 3.549 -1.492 0.337
C 4.127 -1.764 -1.295
Cl 5.896 -1.531 -1.454
H 3.647 -1.046 -1.947
H 3.906 -2.788 -1.573
Te 0.231 -2.922 1.996

=====

Going through the records in order, we get maximum force values of 8.459; 0.132; 4.362; 7.519; 0.862; 5.402; 4.586; 1.027 eV Å⁻¹.